No. 1
{
  "formula": "C7H18N2O",
  "method": "wB97M-V/def2-TZVPD",
  "e_lumo_ev": [0.53, 0.80],
  "charge": 0,
  "max_force_ev_per_a": 2.891,
  "de_lowest_ev": 5.621,
  "energy_ha": -462.07529,
  "symbols": ["C", "C", "C", "C", "N", "O", "H", "H", "H", "H", "H", "H", "H", "H", "H", "H", "H", "C", "C", "C", "N", "H", "H", "H", "H", "H", "H", "H"],
  "positions_angstrom": [[-1.684, -0.917, 0.109], [0.984, -0.427, 1.348], [-2.193, 0.475, -0.047], [-2.042, -1.653, 1.352], [-1.220, -1.540, -0.980], [1.214, -1.779, 1.327], [0.430, -2.225, 0.992], [-0.207, -1.094, -1.428], [-1.059, -2.535, -0.863], [1.839, 0.065, 1.797], [0.055, -0.109, 1.831], [-2.030, 1.055, 0.863], [-3.114, -1.584, 1.559], [-1.699, 0.988, -0.872], [-3.272, 0.471, -0.248], [-1.535, -1.225, 2.233], [-1.791, -2.716, 1.297], [1.021, 1.664, -0.469], [2.210, 2.571, -0.787], [1.311, -0.491, -1.439], [1.452, 0.281, -0.352], [0.570, 1.979, 0.476], [0.251, 1.790, -1.247], [1.098, -0.024, -2.404], [1.886, -1.411, -1.453], [2.971, 2.487, -0.012], [2.663, 2.292, -1.739], [1.890, 3.613, -0.846]]
}

---

No. 2
{
  "formula": "C20H29NO5S",
  "method": "wB97M-V/def2-TZVPD",
  "e_lumo_ev": 0.55,
  "charge": 0,
  "max_force_ev_per_a": 0.919,
  "de_lowest_ev": 0.000,
  "energy_ha": -1608.63863,
  "smiles": "COc1ccc(OC)c(S(=O)(=O)NCCO[C@]23C[C@H]4C[C@H](C[C@H](C4)C2)C3)c1",
  "symbols": ["C", "O", "C", "C", "C", "C", "O", "C", "C", "S", "O", "O", "N", "C", "C", "O", "C", "C", "C", "C", "C", "C", "C", "C", "C", "C", "C", "H", "H", "H", "H", "H", "H", "H", "H", "H", "H", "H", "H", "H", "H", "H", "H", "H", "H", "H", "H", "H", "H", "H", "H", "H", "H", "H", "H", "H"],
  "positions_angstrom": [[6.473, 2.096, 1.347], [5.756, 0.896, 1.176], [4.585, 0.931, 0.488], [4.009, 2.071, -0.059], [2.801, 2.003, -0.739], [2.140, 0.791, -0.893], [0.944, 0.617, -1.515], [0.376, 1.715, -2.192], [2.733, -0.350, -0.351], [1.933, -1.944, -0.580], [1.797, -2.207, -1.980], [2.619, -2.904, 0.232], [0.405, -1.762, 0.044], [0.359, -1.444, 1.454], [-1.083, -1.143, 1.854], [-1.469, 0.061, 1.224], [-2.794, 0.161, 0.699], [-3.869, -0.141, 1.750], [-5.254, 0.106, 1.151], [-5.377, 1.566, 0.717], [-4.311, 1.871, -0.334], [-4.515, 0.964, -1.547], [-4.392, -0.495, -1.112], [-5.456, -0.805, -0.060], [-3.002, -0.742, -0.524], [-2.927, 1.623, 0.261], [3.923, -0.290, 0.329], [5.895, 2.832, 1.916], [6.769, 2.528, 0.386], [7.365, 1.827, 1.910], [4.487, 3.033, 0.033], [2.388, 2.914, -1.143], [0.094, 2.511, -1.494], [-0.517, 1.328, -2.681], [1.055, 2.115, -2.950], [-0.102, -1.083, -0.508], [0.744, -2.310, 1.994], [0.982, -0.570, 1.691], [-1.714, -1.981, 1.547], [-1.148, -1.027, 2.945], [-3.793, -1.178, 2.081], [-3.710, 0.502, 2.618], [-6.015, -0.116, 1.907], [-5.248, 2.222, 1.580], [-6.371, 1.747, 0.303], [-4.390, 2.919, -0.642], [-5.502, 1.140, -1.981], [-3.768, 1.190, -2.311], [-4.535, -1.148, -1.980], [-6.451, -0.647, -0.480], [-5.384, -1.852, 0.245], [-2.902, -1.793, -0.245], [-2.232, -0.523, -1.267], [-2.149, 1.840, -0.473], [-2.759, 2.267, 1.126], [4.340, -1.197, 0.734]]
}

---

No. 3
{
  "formula": "CN3O9S",
  "method": "wB97M-V/def2-TZVPD",
  "e_lumo_ev": 2.57,
  "charge": -1,
  "max_force_ev_per_a": 4.771,
  "de_lowest_ev": 0.057,
  "energy_ha": -1277.46901,
  "symbols": ["C", "N", "N", "N", "O", "O", "O", "O", "O", "O", "O", "O", "O", "S"],
  "positions_angstrom": [[-0.091, -0.215, 0.019], [-0.123, -0.818, 1.316], [-0.253, -1.072, -1.107], [-1.407, 1.177, -0.082], [2.522, -0.192, 0.543], [0.014, -2.006, 1.302], [-0.193, -0.102, 2.271], [-1.208, -0.798, -1.793], [0.509, -1.962, -1.338], [-2.335, 1.017, 0.683], [-1.072, 1.971, -0.865], [1.154, 1.931, 0.608], [1.858, 0.869, -1.500], [1.653, 0.752, -0.082]]
}

---

No. 4
{
  "formula": "C29H41BFN6ORhS5",
  "method": "wB97M-V/def2-TZVPD",
  "e_lumo_ev": [-0.90, -0.91],
  "charge": 0,
  "max_force_ev_per_a": 1.462,
  "de_lowest_ev": 1.714,
  "energy_ha": -3759.76122,
  "symbols": ["Rh", "C", "C", "C", "C", "N", "C", "C", "N", "B", "N", "C", "C", "N", "C", "S", "C", "C", "C", "C", "N", "C", "C", "N", "C", "S", "C", "C", "C", "C", "C", "S", "H", "H", "H", "H", "H", "H", "H", "H", "H", "H", "H", "H", "H", "H", "H", "H", "H", "H", "H", "H", "H", "H", "H", "H", "H", "H", "H", "H", "H", "H", "H", "H", "H", "H", "C", "O", "C", "S", "S", "H", "H", "H", "F", "C", "C", "C", "C", "C", "C", "H", "H", "H", "H"],
  "positions_angstrom": [[-0.228, 0.731, -0.587], [4.262, 2.593, -0.104], [4.486, 1.947, 1.258], [5.966, 1.579, 1.373], [4.075, 2.945, 2.343], [3.686, 0.684, 1.493], [3.848, 0.011, 2.701], [3.034, -1.050, 2.681], [2.360, -1.051, 1.473], [1.258, -2.150, 1.290], [0.007, -1.839, 2.139], [-0.735, -2.869, 2.685], [-1.793, -2.328, 3.300], [-1.712, -0.947, 3.132], [-0.596, -0.666, 2.410], [0.004, 0.868, 1.908], [-2.826, -0.082, 3.679], [-2.885, -0.314, 5.190], [-4.120, -0.533, 2.995], [-2.650, 1.411, 3.426], [0.893, -2.438, -0.200], [1.822, -3.104, -0.956], [1.318, -3.248, -2.193], [0.070, -2.662, -2.208], [-0.174, -2.128, -0.981], [-1.592, -1.282, -0.430], [-0.776, -2.807, -3.458], [-1.110, -4.295, -3.597], [-2.076, -2.017, -3.425], [0.074, -2.330, -4.638], [2.756, 0.024, 0.750], [2.174, 0.455, -0.821], [4.919, 3.465, -0.153], [3.235, 2.927, -0.240], [4.513, 1.925, -0.925], [6.575, 2.465, 1.180], [6.222, 0.817, 0.633], [6.226, 1.201, 2.364], [4.595, 3.892, 2.179], [4.321, 2.591, 3.346], [2.998, 3.125, 2.296], [4.517, 0.348, 3.473], [2.860, -1.807, 3.429], [1.729, -3.178, 1.725], [-0.440, -3.901, 2.577], [-2.596, -2.808, 3.832], [-3.097, -1.356, 5.441], [-3.676, 0.305, 5.620], [-1.936, -0.032, 5.651], [-4.375, -1.569, 3.231], [-4.018, -0.439, 1.910], [-4.945, 0.104, 3.323], [-1.742, 1.801, 3.883], [-3.510, 1.910, 3.880], [-2.631, 1.652, 2.365], [2.767, -3.422, -0.543], [1.755, -3.711, -3.060], [-1.685, -4.637, -2.732], [-0.207, -4.904, -3.674], [-1.708, -4.451, -4.496], [-2.753, -2.379, -2.656], [-2.553, -2.153, -4.400], [-1.908, -0.955, -3.271], [0.895, -3.016, -4.863], [0.499, -1.344, -4.439], [-0.555, -2.260, -5.525], [-1.423, 0.509, -6.287], [-1.314, 0.801, -4.889], [-0.162, 1.286, -4.418], [1.176, 1.503, -5.361], [-0.268, 1.838, -2.769], [-2.353, -0.043, -6.399], [-0.574, -0.073, -6.634], [-1.461, 1.434, -6.861], [-3.880, 5.564, 0.179], [-3.086, 4.477, 0.065], [-1.731, 4.620, 0.276], [-0.916, 3.496, 0.153], [-1.468, 2.275, -0.173], [-2.832, 2.151, -0.379], [-3.659, 3.264, -0.258], [-1.323, 5.591, 0.525], [0.153, 3.592, 0.313], [-3.263, 1.196, -0.647], [-4.728, 3.199, -0.424]]
}

---

Copy entry 3 word for word.
{
  "formula": "CN3O9S",
  "method": "wB97M-V/def2-TZVPD",
  "e_lumo_ev": 2.57,
  "charge": -1,
  "max_force_ev_per_a": 4.771,
  "de_lowest_ev": 0.057,
  "energy_ha": -1277.46901,
  "symbols": ["C", "N", "N", "N", "O", "O", "O", "O", "O", "O", "O", "O", "O", "S"],
  "positions_angstrom": [[-0.091, -0.215, 0.019], [-0.123, -0.818, 1.316], [-0.253, -1.072, -1.107], [-1.407, 1.177, -0.082], [2.522, -0.192, 0.543], [0.014, -2.006, 1.302], [-0.193, -0.102, 2.271], [-1.208, -0.798, -1.793], [0.509, -1.962, -1.338], [-2.335, 1.017, 0.683], [-1.072, 1.971, -0.865], [1.154, 1.931, 0.608], [1.858, 0.869, -1.500], [1.653, 0.752, -0.082]]
}

---

Repeat the second record exactly.
{
  "formula": "C20H29NO5S",
  "method": "wB97M-V/def2-TZVPD",
  "e_lumo_ev": 0.55,
  "charge": 0,
  "max_force_ev_per_a": 0.919,
  "de_lowest_ev": 0.000,
  "energy_ha": -1608.63863,
  "smiles": "COc1ccc(OC)c(S(=O)(=O)NCCO[C@]23C[C@H]4C[C@H](C[C@H](C4)C2)C3)c1",
  "symbols": ["C", "O", "C", "C", "C", "C", "O", "C", "C", "S", "O", "O", "N", "C", "C", "O", "C", "C", "C", "C", "C", "C", "C", "C", "C", "C", "C", "H", "H", "H", "H", "H", "H", "H", "H", "H", "H", "H", "H", "H", "H", "H", "H", "H", "H", "H", "H", "H", "H", "H", "H", "H", "H", "H", "H", "H"],
  "positions_angstrom": [[6.473, 2.096, 1.347], [5.756, 0.896, 1.176], [4.585, 0.931, 0.488], [4.009, 2.071, -0.059], [2.801, 2.003, -0.739], [2.140, 0.791, -0.893], [0.944, 0.617, -1.515], [0.376, 1.715, -2.192], [2.733, -0.350, -0.351], [1.933, -1.944, -0.580], [1.797, -2.207, -1.980], [2.619, -2.904, 0.232], [0.405, -1.762, 0.044], [0.359, -1.444, 1.454], [-1.083, -1.143, 1.854], [-1.469, 0.061, 1.224], [-2.794, 0.161, 0.699], [-3.869, -0.141, 1.750], [-5.254, 0.106, 1.151], [-5.377, 1.566, 0.717], [-4.311, 1.871, -0.334], [-4.515, 0.964, -1.547], [-4.392, -0.495, -1.112], [-5.456, -0.805, -0.060], [-3.002, -0.742, -0.524], [-2.927, 1.623, 0.261], [3.923, -0.290, 0.329], [5.895, 2.832, 1.916], [6.769, 2.528, 0.386], [7.365, 1.827, 1.910], [4.487, 3.033, 0.033], [2.388, 2.914, -1.143], [0.094, 2.511, -1.494], [-0.517, 1.328, -2.681], [1.055, 2.115, -2.950], [-0.102, -1.083, -0.508], [0.744, -2.310, 1.994], [0.982, -0.570, 1.691], [-1.714, -1.981, 1.547], [-1.148, -1.027, 2.945], [-3.793, -1.178, 2.081], [-3.710, 0.502, 2.618], [-6.015, -0.116, 1.907], [-5.248, 2.222, 1.580], [-6.371, 1.747, 0.303], [-4.390, 2.919, -0.642], [-5.502, 1.140, -1.981], [-3.768, 1.190, -2.311], [-4.535, -1.148, -1.980], [-6.451, -0.647, -0.480], [-5.384, -1.852, 0.245], [-2.902, -1.793, -0.245], [-2.232, -0.523, -1.267], [-2.149, 1.840, -0.473], [-2.759, 2.267, 1.126], [4.340, -1.197, 0.734]]
}

---

Question: Which formula does entry 1 have?
Answer: C7H18N2O